The following is a DFT calculation (ωB97M-V/def2-TZVPD) of CHClINO as an isolated structure in a non-equilibrium geometry.

Orbital gap ... 8.618 eV
M ... 205.38 g mol⁻¹
Energy above the lowest of the compared OMol25 structures with the same formula, charge and spin ... 36.76 kcal/mol
Largest force on an atom ... 5.3 eV/Å
HOMO ... -0.365 Ha

Structure (ORCA input):
```
! wB97M-V def2-TZVPD RIJCOSX def2/J DEFGRID3
* xyz 0 1
H 0.88642 -0.66903 -1.51073
I 1.94698 -0.68521 0.14614
O -1.17242 -1.37805 0.68680
Cl 0.33769 2.12651 -0.07811
C -0.97781 -0.29444 0.50134
N -1.02086 0.90022 0.25457
*
```


The following is a DFT calculation (ωB97M-V/def2-TZVPD) of a 2-piece molecular cluster, C4H10O2S overall in a non-equilibrium geometry.

Orbital gap ... 7.919 eV
M ... 122.19 g mol⁻¹
Energy above the lowest of the compared OMol25 structures with the same formula, charge and spin ... 201.28 kcal/mol
Largest force on an atom ... 8.3 eV/Å
HOMO ... -0.331 Ha

Structure (ORCA input):
```
! wB97M-V def2-TZVPD RIJCOSX def2/J DEFGRID3
* xyz 0 1
S 0.37992 -1.96646 -0.28887
C -1.04523 -1.04010 -0.72055
H -1.50280 -1.62616 -1.80906
H 0.83609 -0.22337 1.65703
H 2.12846 2.20652 -0.61234
C -2.78712 0.61098 0.17779
O 1.45347 0.78549 -0.97162
H -0.76061 -0.02976 -1.02695
H -3.12825 1.38360 0.99652
H -2.09500 1.35467 -0.25721
C 1.44952 -0.84037 0.76833
C 2.40500 0.24476 0.20746
H -3.61636 0.65944 -0.53771
H 2.85452 0.95575 1.05357
O -2.12769 -0.79381 0.36404
H 2.22845 -1.49906 1.23656
H 3.32765 -0.18211 -0.23697
*
```


The following is a DFT calculation (ωB97M-V/def2-TZVPD) of C6H15AgF6N7O11S2 as an isolated structure in a non-equilibrium geometry.

Orbital gap (spin up / spin down) ... 5.457 / 4.318 eV
M ... 647.21 g mol⁻¹
⟨S²⟩ ... 0.760
Energy above the lowest of the compared OMol25 structures with the same formula, charge and spin ... 148.56 kcal/mol
Largest force on an atom ... 11.5 eV/Å
HOMO (spin up / spin down) ... -0.322 / -0.322 Ha

Structure (ORCA input):
```
! wB97M-V def2-TZVPD RIJCOSX def2/J DEFGRID3
* xyz 0 2
O 32.75487 -3.37350 -15.48862
O 27.54904 2.14959 -10.93411
O 32.97612 -0.23890 -11.46960
H 27.52217 -5.87555 -14.10557
O 28.09545 1.22626 -19.90891
O 34.53987 -1.73306 -15.12089
O 27.86681 -3.37351 -9.18153
H 21.40523 0.51625 -12.04919
H 23.11947 0.50550 -11.73662
C 28.24666 0.11163 -19.17168
H 27.34994 -5.61083 -15.58616
N 32.48379 -1.66197 -13.68895
H 21.60405 -1.89394 -14.23701
S 33.40156 -2.48956 -14.55701
F 32.25232 1.66900 -13.91340
H 28.27147 4.84370 -9.51550
N 28.04018 4.18805 -10.24812
N 28.22416 -4.92804 -7.64582
C 33.41626 1.03065 -14.01787
O 23.53611 -1.39311 -13.06989
H 27.28481 3.37909 -8.09583
H 27.71960 -3.41296 -6.15781
H 28.28905 4.33545 -11.21581
S 33.56181 -0.55659 -12.79348
N 27.27096 2.66493 -8.80989
F 35.42960 -3.88159 -13.34405
O 28.31708 -0.93117 -19.84022
C 27.67673 2.95970 -10.04372
O 34.97709 -0.93261 -12.66198
H 20.55575 -1.23353 -13.08705
C 27.83315 -3.78344 -8.06529
N 27.84044 -3.00722 -7.07480
H 28.50985 -5.13622 -6.69970
F 33.95270 -3.27672 -11.88731
C 34.12749 -3.73450 -13.19215
O 27.44817 -5.16633 -14.74413
Ag 28.31497 -1.48034 -13.66985
F 33.58709 0.61334 -15.33543
H 28.40550 -5.58833 -8.38828
N 22.27997 0.01315 -12.00667
F 34.39431 1.88684 -13.81491
C 22.52483 -0.95716 -12.82446
N 21.50483 -1.30013 -13.42606
F 33.58373 -4.94243 -13.43117
H 28.01004 0.79460 -20.76213
H 28.28154 -2.12365 -7.28660
H 26.87466 1.78613 -8.50864
O 28.32081 0.22988 -17.93880
*
```


The following is a DFT calculation (ωB97M-V/def2-TZVPD) of C21H19N8O4PtS as an isolated structure.

Orbital gap ... 7.349 eV
M ... 674.58 g mol⁻¹
Energy above the lowest of the compared OMol25 structures with the same formula, charge and spin ... 0.00 kcal/mol
Largest force on an atom ... 0.5 eV/Å
HOMO ... -0.185 Ha

Structure (ORCA input):
```
! wB97M-V def2-TZVPD RIJCOSX def2/J DEFGRID3
* xyz -1 1
C 0.90504 -0.21154 4.88744
H -8.67130 1.45023 -1.08794
H 3.88967 0.36277 3.41794
N -0.47257 -3.92804 -0.34959
C 2.32461 0.52323 -2.20823
O -2.69408 3.37392 0.83682
H 4.95904 0.82258 -4.31121
C 2.04095 0.12583 2.38829
C 2.27223 0.02027 4.79539
H 2.88797 0.07605 5.68424
H -5.91397 2.07745 0.07693
H 2.48895 0.68112 -4.33843
C 2.82889 0.18548 3.54144
C -8.38205 0.94811 -0.16154
H -1.45664 -5.51738 -0.76705
N 2.81248 0.27129 1.21572
H 0.44132 -0.35028 5.85758
C -6.93969 -1.07063 -0.60775
H 4.91826 0.50275 -0.03086
O -2.00389 -0.64612 -0.75338
H 6.17770 0.72823 -2.16448
C -5.70509 -1.68032 -0.75459
C 3.02561 0.64773 -3.39878
C -4.62377 0.42217 -0.31518
H -8.36667 1.70109 0.62709
C 4.41039 0.72394 -3.38260
H -9.15790 0.21959 0.07578
C -4.54814 -0.92854 -0.60736
C -2.08068 2.38317 1.10347
C 0.12414 -0.26661 3.74139
C -7.03767 0.28626 -0.30513
N -1.48794 1.41649 1.43998
H -5.62847 -2.73524 -0.98451
N -1.05733 -4.74971 -1.29586
N -0.22635 -4.29038 0.89474
C 5.09590 0.67260 -2.17309
H 0.50921 -3.01805 2.43362
H -1.82102 -4.18070 -1.69636
C 0.65940 -0.10227 2.45711
N -0.22508 -2.70187 -0.63217
C 4.40496 0.54770 -0.98035
N 0.18897 -2.16412 0.50368
Pt -0.57729 -0.27584 0.94080
O -2.97877 -2.60156 -1.83580
S -2.97775 -1.75545 -0.64235
C 0.19893 -3.14960 1.41234
O -2.87991 -2.51365 0.59333
N 2.18892 0.33100 0.15221
H -7.84476 -1.65748 -0.72196
H -3.71610 0.99964 -0.21238
C -5.86610 1.02177 -0.16444
C 3.01307 0.47588 -1.00158
H -0.94136 -0.43386 3.83512
H 1.24527 0.45074 -2.18516
*
```


The following is a DFT calculation (ωB97M-V/def2-TZVPD) of C20H21CrN7O4 as an isolated structure in a non-equilibrium geometry.

Orbital gap (spin up / spin down) ... 3.978 / 6.441 eV
M ... 475.43 g mol⁻¹
⟨S²⟩ ... 6.071
Energy above the lowest of the compared OMol25 structures with the same formula, charge and spin ... 63.95 kcal/mol
Largest force on an atom ... 2.0 eV/Å
HOMO (spin up / spin down) ... -0.162 / -0.244 Ha

Structure (ORCA input):
```
! wB97M-V def2-TZVPD RIJCOSX def2/J DEFGRID3
* xyz 0 5
N 1.07725 -2.33507 0.05710
N 1.00398 2.71933 -0.03838
C -2.95651 -0.75654 -0.41488
H 1.45133 1.17482 -2.22660
C -5.32208 -0.47502 -0.66024
H -4.22663 -2.20747 -1.34527
H 1.85274 -1.13409 4.87173
C -1.24858 1.66336 1.60656
H 1.93999 0.65669 -4.58806
C -0.27523 1.00706 2.51441
C -4.02371 1.25631 0.41411
H 0.73468 3.17297 0.82133
H 0.67965 3.25633 -0.82717
C 1.01820 0.30332 -2.69868
C 2.84896 1.25522 0.07085
H 1.08663 1.15385 5.60996
C -5.24823 0.75172 -0.01056
H -3.94731 2.22118 0.89721
C -2.87115 0.51072 0.18361
N -1.54130 0.83376 0.54533
H 0.95855 -1.43156 -5.59264
C -0.07780 -1.95014 -3.78837
H -6.15173 1.32656 0.15954
O -1.73551 2.76448 1.83668
O 4.17701 1.28020 0.10821
C 0.91877 -0.94285 2.97259
H 0.57960 -3.07616 0.54293
N 0.22324 -0.45849 -1.92837
N 0.17286 -0.22097 2.10975
C 0.74878 -1.16652 -4.56297
C -1.42612 -2.19111 -1.65750
H 4.50035 -0.47076 1.18270
O 2.20184 0.22443 0.18629
N -1.69311 -1.38388 -0.55110
C -0.35782 -1.56714 -2.48018
C 4.79457 -0.00709 0.24717
C 0.05697 1.52128 3.76272
O -2.02088 -3.20617 -1.97594
H 3.01707 3.26874 -0.04841
H 1.21521 -2.64894 -0.89646
C 1.26380 -0.50092 4.21954
H -6.28171 -0.84698 -1.00117
C -4.17869 -1.23853 -0.86645
C 1.29836 0.00357 -4.00949
H -0.33860 2.49746 4.01800
N 2.36776 2.51006 -0.10985
H 4.52011 -0.65102 -0.58282
H 1.23758 -1.92371 2.63687
H -0.55524 -2.84914 -4.16288
H 5.86121 0.17764 0.24077
H 1.98634 -2.21006 0.48678
Cr -0.14666 -0.43760 0.09424
C 0.83120 0.77685 4.62740
*
```